C30H29N5OP2S2Tl as an isolated structure. Source: OMol25; level of theory: wB97M-V/def2-TZVPD.

Properties
LUMO energy: -2.889 eV
Charge: +1
HOMO level: -10.66 eV
HOMO-LUMO gap: 7.773 eV

Structure (XYZ):
```
70
C30H29N5OP2S2Tl wB97M-V/def2-TZVPD
Tl -0.016 -2.718 -2.004
S 0.913 -1.728 1.043
P 1.853 -0.092 0.407
C 0.408 -0.421 -0.471
P -1.235 0.206 -0.144
S -2.601 -1.190 -0.446
C -1.406 1.002 1.473
C -1.672 0.229 2.602
C -1.809 0.822 3.845
C -1.695 2.200 3.970
C -1.440 2.979 2.851
C -1.295 2.385 1.606
C -1.288 1.481 -1.427
C -2.346 1.535 -2.325
C -2.350 2.487 -3.337
C -1.295 3.375 -3.459
C -0.228 3.319 -2.568
C -0.225 2.378 -1.555
C 3.345 -0.218 -0.547
C 4.581 -0.106 0.096
C 5.742 -0.264 -0.637
C 5.673 -0.531 -2.001
C 4.445 -0.639 -2.638
C 3.273 -0.486 -1.913
C 2.056 1.240 1.584
C 2.595 2.447 1.134
C 2.714 3.512 2.010
C 2.321 3.367 3.335
C 1.805 2.162 3.787
C 1.664 1.097 2.913
H -1.785 -0.842 2.501
H -2.022 0.215 4.716
H -1.819 2.668 4.938
H -1.364 4.054 2.941
H -1.118 3.006 0.739
H -3.154 0.818 -2.256
H -3.168 2.507 -4.044
H -1.295 4.108 -4.255
H 0.601 4.008 -2.667
H 0.603 2.358 -0.856
H 4.637 0.111 1.156
H 6.703 -0.178 -0.148
H 6.585 -0.653 -2.569
H 4.385 -0.847 -3.698
H 2.320 -0.574 -2.421
H 2.938 2.549 0.111
H 3.129 4.448 1.663
H 2.428 4.198 4.020
H 1.509 2.050 4.822
H 1.254 0.156 3.256
N -4.070 -4.812 2.935
C -4.085 -5.000 1.491
C -2.662 -4.853 0.985
N -2.123 -3.593 1.579
H -4.980 -4.539 3.281
H -2.546 -3.509 2.515
H -3.808 -5.662 3.420
H -4.706 -4.223 1.045
H -4.479 -5.961 1.154
H -2.618 -4.765 -0.099
H -2.023 -5.677 1.298
H -1.108 -3.590 1.651
H -2.390 -2.765 0.982
O 1.158 -1.701 -3.964
N -0.042 -1.232 -4.054
C -0.422 -0.731 -5.199
C 0.476 -0.646 -6.309
N 1.197 -0.562 -7.201
C -1.767 -0.267 -5.294
N -2.858 0.095 -5.347
```

Results of the natural (NBO) charge analysis, in e, for atoms 1 through 8: 0.78 -0.20 1.44 -1.08 1.36 -0.63 -0.34 -0.20